(1)
Density functional theory data (the ωB97M-V functional and the def2-TZVPD basis) for 8 unconnected molecules or ions with the total composition C22H48N4O14 at a distorted geometry.

Its spin multiplicity is 1. The total charge is 0. The SMILES is C[N+](=O)[O-].C[N+](=O)[O-].C[N+](=O)[O-].C[N+](=O)[O-].c1ccccc1.COCCOC.COCCOC.COCCOC.

The geometry in XYZ format:
```
88
Properties=species:S:1:pos:R:3:forces:R:3
C 2.0615 3.4706 5.0581 1.2367 0.0001 0.8110
N 1.7909 3.2375 3.6211 -0.5779 0.5623 0.7594
O 1.8833 4.1946 2.8919 0.6263 -0.1999 0.5481
O 1.4303 2.1335 3.2891 0.1207 -0.6400 -0.1596
H 2.7789 4.2830 5.1474 -0.2018 0.1471 -0.2512
H 2.5490 2.5919 5.4746 -0.3353 -0.1946 -0.1266
H 1.1792 3.7221 5.6367 -0.3328 -0.1361 -0.4225
C 1.8142 3.0503 -0.4650 0.6690 -0.1732 0.0317
N 0.8889 3.6662 0.5032 -0.6870 0.9244 -0.9731
O 1.0794 4.8104 0.8340 -0.1331 0.2068 -0.8051
O -0.0774 3.0084 0.8406 -0.1116 -0.1039 0.3709
H 2.6114 2.5762 0.1077 -0.1153 -0.1896 0.0620
H 2.2808 3.8234 -1.0666 -0.2371 0.1374 0.0130
H 1.2673 2.3293 -1.0586 0.0163 -0.0206 0.0151
C 0.0459 0.0402 0.8339 0.0936 -1.0475 -0.6591
N -1.4233 0.1027 0.9961 -0.2880 0.7325 0.4687
O -1.8895 -0.2347 2.0734 0.0715 -0.0443 -0.2889
O -2.0876 0.5412 0.0747 0.2035 -0.7049 0.5898
H 0.4973 1.0278 0.8198 -0.4156 -0.0621 0.4605
H 0.2083 -0.4127 -0.1428 -0.1056 0.1142 0.2080
H 0.3829 -0.6483 1.5997 0.2884 0.2847 0.1346
C -5.0392 2.0550 1.3688 -0.8612 -0.7052 1.1549
N -5.7427 2.2458 0.0830 0.6272 0.4290 0.1834
O -6.7917 2.8365 0.0907 -0.8391 0.2705 0.2042
O -5.1694 1.8781 -0.9093 0.2871 -0.4864 -0.6890
H -4.6235 3.0044 1.6903 0.4771 -0.0673 -0.3854
H -4.3856 1.1921 1.3030 0.5192 0.4493 -0.2606
H -5.7874 1.8153 2.1277 -0.1770 0.0828 -0.2413
C 0.6237 7.0700 -4.4164 0.4367 -0.2089 0.3314
O -0.0747 6.5185 -3.3195 0.0765 -0.4491 -0.2888
C -0.2533 5.1292 -3.5065 0.0704 -0.2155 -0.3076
C -1.2142 4.6080 -2.4682 -0.1060 0.0595 1.2056
O -1.1095 3.2081 -2.3235 0.3041 0.0000 -1.1458
C -2.2575 2.5381 -1.8393 0.5531 0.0310 0.1722
H 0.0231 7.0710 -5.3299 -0.2463 0.4459 0.0950
H 1.5189 6.4926 -4.6876 0.0314 -0.1373 0.3189
H 0.9676 8.0385 -4.0650 -0.2156 0.2842 -0.4826
H 0.7069 4.6014 -3.4521 0.0804 -0.0004 0.2510
H -0.6209 4.9339 -4.5216 -0.2150 -0.0124 -0.0068
H -2.2343 4.9449 -2.6826 -0.0277 -0.1919 -0.1324
H -0.9458 5.0133 -1.4799 -0.0475 0.4575 -0.2230
H -2.5943 3.0144 -0.9126 -0.1483 -0.1137 -0.0092
H -1.8876 1.5420 -1.6027 -0.4368 0.3154 -0.2361
H -3.0764 2.4864 -2.5603 0.0234 0.2007 -0.0950
C -1.2185 -3.4945 -0.9478 -0.5002 0.4987 -0.6935
O -0.2046 -2.9235 -0.1427 0.2532 -1.0008 -0.4406
C 0.4994 -3.9014 0.5944 -0.2962 0.4272 1.8366
C 1.3963 -4.8243 -0.1835 0.3112 0.2536 -0.8451
O 2.2521 -4.0326 -0.9902 0.2065 0.1317 0.0122
C 3.2650 -4.7879 -1.6316 -0.6289 0.0327 0.3634
H -1.4330 -2.7730 -1.7404 -0.3266 0.2479 0.3679
H -2.0986 -3.7021 -0.3363 -0.1296 0.0180 -0.0951
H -0.9851 -4.3856 -1.5426 0.5810 -0.1772 0.5680
H -0.1713 -4.4445 1.2739 -0.3703 -0.5390 -0.7027
H 1.0156 -3.3528 1.3937 0.6961 0.2147 -0.6175
H 0.8288 -5.4841 -0.8508 -0.1411 -0.1142 0.1489
H 2.0074 -5.4594 0.4676 -0.2116 0.0225 0.2986
H 3.8236 -5.3321 -0.8654 0.2673 -0.1370 -0.1948
H 3.9091 -4.1003 -2.1714 0.0726 0.0604 0.0533
H 2.8180 -5.4872 -2.3443 0.0958 -0.1491 -0.0161
C 5.4055 -1.3786 -1.3916 -0.3705 -0.8269 0.6277
O 4.5449 -0.4629 -0.7562 0.3331 0.1364 0.0338
C 3.3455 -1.0643 -0.3372 -0.8458 0.9525 -0.1571
C 2.2830 -1.1598 -1.4345 0.0524 -0.5174 0.6284
O 1.9305 0.1082 -1.9475 0.4711 -0.0227 -0.1931
C 0.8051 -0.0116 -2.7821 -0.6252 0.6017 -0.0544
H 6.3433 -0.8962 -1.6460 -0.1406 0.1841 -0.2402
H 4.9146 -1.8660 -2.2420 0.2354 0.3260 -0.2963
H 5.6308 -2.2047 -0.6957 0.1373 0.1071 -0.0131
H 2.8902 -0.4182 0.4208 0.3106 0.2940 0.0183
H 3.5066 -2.0087 0.1866 0.0546 -0.3360 -0.4223
H 1.4022 -1.5746 -0.9325 0.1695 -0.4138 -0.3379
H 2.5670 -1.8322 -2.2471 0.0249 -0.0459 -0.0749
H 0.9129 -0.6593 -3.6590 0.4229 -0.2513 0.2037
H 0.5596 0.9785 -3.1705 0.0341 0.0571 0.1702
H -0.0535 -0.3617 -2.1950 -0.0942 -0.0919 -0.1498
C -2.3886 -6.0331 3.2399 -0.8029 -0.0304 -0.2528
C -1.3498 -5.1522 3.4754 0.5582 0.3645 0.2647
C -1.6035 -3.7861 3.6388 -0.8361 -0.7173 0.1819
C -2.9306 -3.3707 3.6419 0.5010 0.9915 -1.0385
C -3.9847 -4.2340 3.3958 0.1803 -0.2903 0.1827
C -3.7042 -5.5710 3.1512 0.0435 0.0106 0.8485
H -2.2634 -7.1032 3.1371 0.4476 0.0430 -0.0238
H -0.3327 -5.5184 3.5638 -0.0245 -0.0613 -0.0726
H -0.8489 -3.0331 3.8168 0.2679 -0.2136 -0.1017
H -3.0778 -2.2950 3.6012 -0.3043 -0.0675 0.5631
H -5.0006 -3.8692 3.4669 -0.0368 -0.0275 -0.2750
H -4.5112 -6.2875 3.0630 0.0065 0.0243 -0.2630
```
Positions in Å, forces in eV/Å.

***

(2)
Density functional theory data (the ωB97M-V functional and the def2-TZVPD basis) for a single C4H6Cl3N molecule at a distorted geometry.

Its spin multiplicity is 1. The total charge is 0. The SMILES is CN(C)C(Cl)=C(Cl)Cl.

The geometry in XYZ format:
```
14
Properties=species:S:1:pos:R:3:forces:R:3
C 0.7148 1.2128 1.6516 -1.6146 -0.0641 -1.6772
C 0.8553 2.5391 1.7549 -0.0634 0.2558 0.1724
C -0.5282 -0.7907 0.7551 0.4303 1.8908 0.4540
C 0.4107 0.8826 -0.7475 -0.1129 -1.5246 0.4555
N -0.0827 0.5975 0.6285 1.1203 -0.2058 -0.5032
Cl 1.3953 0.2414 2.8582 0.3661 -0.8881 0.4700
Cl 1.7465 3.2600 3.0243 0.2909 0.1984 0.1596
Cl 0.0777 3.6971 0.7434 -0.1071 -0.1014 0.0632
H 0.2334 -1.5541 0.8399 0.3372 -0.2925 -0.8565
H -0.9719 -0.7582 1.6905 -1.4264 -0.6883 1.8582
H -1.2941 -0.8129 0.0029 -0.1285 -1.0742 -0.3737
H -0.1385 0.3688 -1.6029 0.0219 0.8172 1.5161
H 0.3027 1.9309 -0.7149 0.6155 1.0634 -1.5046
H 1.4211 0.4674 -0.8175 0.2706 0.6134 -0.2337
```
Positions in Å, forces in eV/Å.

***

The calculation returns the following calculated total energy values, one per record and in order: -2138.880978; -1591.280341 hartree.
The calculation returns the following frontier orbital gap values, one per record and in order: 9.514; 9.094 eV.
The calculation returns the following energy above the lowest of the compared OMol25 structures with the same formula, charge and spin values, one per record and in order: 415.5; 77.2 kJ/mol.